1.
Molecular formula: C8H13N3O6
Method: DFT, the ωB97M-V functional and the def2-TZVPD basis

Last column: Löwdin charge in e.
Positions of all 30 atoms, in Å:
N  -1.33348  3.30175  -0.90862  0.172
C  -1.31147  2.28135  0.02015  -0.471
O  -0.72441  2.39195  1.09346  0.030
C  -1.83589  0.92443  -0.53306  -0.029
C  -1.77104  -0.21455  0.50890  -0.188
N  -0.41610  -0.68661  0.83102  0.148
C  0.34730  -1.36878  -0.01822  -0.432
O  -0.05187  -1.82587  -1.08259  0.055
C  1.85338  -1.51131  0.39757  -0.283
N  2.38961  -2.74023  -0.15141  0.056
C  2.63543  -0.33564  -0.27652  -0.051
C  2.16829  1.08296  -0.00273  -0.505
O  1.96917  1.93449  -0.85716  0.092
O  1.96576  1.31523  1.32963  0.064
C  -2.84637  -1.24837  0.29158  -0.496
O  -3.98221  -0.93957  0.43172  0.138
O  -2.53591  -2.47886  -0.17509  0.117
H  -1.05921  4.20457  -0.65669  0.088
H  -1.92109  3.21242  -1.74156  0.118
H  -1.26547  0.69594  -1.47228  0.146
H  -2.86663  1.09609  -0.88489  0.132
H  -2.12446  0.26621  1.42901  0.163
H  0.13998  -0.22475  1.58894  0.162
H  1.93083  -1.36567  1.47836  0.141
H  1.62930  -3.26493  -0.60178  0.084
H  2.80092  -3.36557  0.52622  0.078
H  2.83885  -0.54051  -1.32383  0.126
H  3.66222  -0.32090  0.18547  0.146
H  1.40787  2.14407  1.25486  0.122
H  -1.69328  -2.41930  -0.68046  0.079

Force components x, y, z for each atom (eV/Å):
-1.41 -2.23 -0.29
1.37 -0.07 -0.89
-0.74 -0.14 -0.49
0.21 0.49 -0.74
0.46 1.27 1.04
0.43 0.85 0.91
1.36 -0.17 -0.14
-0.24 -0.32 -0.11
-0.65 1.01 -0.94
-0.59 -0.75 -0.03
1.47 0.40 1.10
-0.39 0.06 -1.17
0.19 -1.10 1.37
-0.83 1.06 -1.36
0.41 -1.28 -1.56
-1.17 0.45 0.67
0.32 0.60 0.09
0.53 1.29 0.56
0.49 0.03 0.64
-0.22 0.09 0.92
0.17 -0.31 0.38
0.21 -0.12 -0.04
-1.30 -0.35 -0.89
0.06 -0.43 -0.03
0.48 0.37 0.04
0.05 0.21 0.25
-0.55 0.19 -0.10
-0.74 -0.32 -0.25
0.52 -0.72 0.78
0.12 -0.07 0.30

Results
energy above the lowest of the compared OMol25 structures with the same formula, charge and spin: 0.373 eV
E_HOMO: -9.9 eV
structure (SMILES): NC(=O)C[C@H](NC(=O)[C@@H](N)CC(=O)O)C(=O)O
multiplicity: 1
charge: 0

---

2.
Molecular formula: C7H9NO2Si
Method: DFT, the ωB97M-V functional and the def2-TZVPD basis

Last column: Löwdin charge in e.
Positions of all 20 atoms, in Å:
O  -4.25100  -0.64700  0.60162  -0.009
N  -3.18509  -0.56596  0.04010  -0.547
O  -2.88372  -1.32589  -0.84079  0.005
Si  -2.12718  0.92767  0.33635  0.857
C  -0.80197  0.88245  -1.10874  -0.179
C  0.54828  0.43004  -0.47005  -0.294
C  1.46084  1.07123  0.39113  -0.067
C  2.55094  0.39064  0.88059  -0.100
C  2.71689  -0.98505  0.72763  -0.088
C  1.78907  -1.62532  -0.05006  -0.056
C  0.83188  -0.85666  -0.72376  -0.080
H  -3.10131  1.88634  0.03870  -0.042
H  -2.09506  0.63578  1.70638  -0.027
H  -0.67101  1.90338  -1.40744  0.060
H  -1.11688  0.26073  -1.89286  0.052
H  1.32618  2.04559  0.79786  0.097
H  3.27289  1.03440  1.51583  0.133
H  3.41532  -1.59956  1.28180  0.105
H  1.94744  -2.61394  -0.24379  0.077
H  0.37348  -1.24884  -1.58051  0.102

Force components x, y, z for each atom (eV/Å):
-0.72 0.29 1.22
-0.66 0.32 -0.69
1.02 -1.24 -1.26
0.59 -1.16 -2.45
1.61 1.58 4.08
-0.68 0.91 0.13
-0.82 -0.20 -0.24
1.73 1.22 1.88
-0.52 0.23 0.61
0.08 2.75 -0.50
1.19 -2.27 -0.17
-0.96 1.39 -0.15
1.05 0.23 1.60
-0.28 0.69 -0.52
-0.48 -0.87 -0.88
-0.22 0.90 -0.24
-1.16 -1.42 -1.01
0.40 0.44 -0.11
-0.06 -2.60 -0.63
-1.09 -1.18 -0.68

Results
energy above the lowest of the compared OMol25 structures with the same formula, charge and spin: 0.347 eV
E_HOMO: -9.4 eV
structure (SMILES): O=[N+]([O-])[SiH2]Cc1ccccc1
multiplicity: 1
charge: 0

---

3.
Molecular formula: C5H11N4
Method: DFT, the ωB97M-V functional and the def2-TZVPD basis

Last column: Löwdin charge in e.
Positions of all 20 atoms, in Å:
C  -0.09314  1.81774  1.44299  -0.045
C  0.61016  0.67655  1.99473  -0.081
C  -0.02936  0.85119  -0.66455  -0.498
C  0.15239  -0.48536  -0.01957  -0.482
C  -1.17814  -1.24249  0.32571  0.014
N  -0.33577  1.90376  0.18599  0.141
N  0.85904  -0.36419  1.31317  0.110
N  -0.76833  0.87302  -1.76781  0.106
N  1.00528  -1.41777  -0.78596  0.250
H  -0.30151  2.53182  2.11018  0.086
H  1.12939  0.49811  2.91986  0.129
H  1.54941  1.20736  -0.97267  0.214
H  -1.13644  -1.85129  1.34161  0.149
H  -1.35020  -1.82242  -0.55766  0.068
H  -2.06643  -0.69934  0.43126  0.069
H  -1.19319  1.81261  -1.88773  0.137
H  -0.56592  0.58038  -2.71989  0.124
H  0.62754  -2.39485  -0.87405  0.194
H  1.90244  -1.49770  -0.18762  0.209
H  1.18280  -0.97712  -1.62800  0.107

Force components x, y, z for each atom (eV/Å):
0.62 -2.50 -2.58
1.29 -1.90 -0.45
5.49 -0.33 0.13
-1.37 -0.40 3.88
1.43 -1.38 1.31
-0.56 0.92 1.72
-0.56 -0.53 -2.16
-3.19 2.03 -3.08
1.17 -1.91 3.20
-1.10 3.21 1.92
-0.30 1.44 0.95
-2.77 -0.79 0.67
0.46 0.89 -2.42
-0.51 -1.02 -0.19
-0.92 1.64 0.06
0.24 -0.85 0.28
0.70 -0.56 0.72
0.20 1.22 -0.11
-1.30 0.18 -1.23
0.97 0.65 -2.62

Results
energy above the lowest of the compared OMol25 structures with the same formula, charge and spin: 4.445 eV
E_HOMO: -13.0 eV
multiplicity: 1
charge: +1

---

4.
Molecular formula: C27H46B2IN3O9S
Method: DFT, the ωB97M-V functional and the def2-TZVPD basis

Last column: Löwdin charge in e.
Positions of all 89 atoms, in Å:
C  -5.95290  -0.48286  2.21701  -0.092
C  -5.37095  -1.69879  1.39715  -0.311
C  -5.19482  -3.11486  2.05344  -0.085
C  -4.99334  -1.44178  0.08867  -0.116
C  -4.20125  -0.10299  -0.22368  -0.200
C  -3.68564  -0.11085  -1.72685  -0.177
C  -3.12153  1.33246  -2.14757  -0.336
C  -3.72931  1.65547  -3.57976  -0.080
C  -1.53862  1.12263  -2.30498  -0.163
C  -0.93415  1.00211  -0.83521  -0.072
C  0.34605  1.87591  -0.53765  -0.245
O  -0.30103  3.06992  0.01844  0.049
C  -0.75388  3.91316  -0.90978  -0.294
N  -1.08402  4.60144  -1.76604  0.213
N  1.22595  2.24493  -1.69506  0.159
C  2.48887  1.42276  -1.80068  -0.078
B  3.06261  0.97580  -3.24011  -0.517
O  4.39513  0.56692  -3.41147  0.163
O  2.26976  1.00900  -4.43149  0.121
C  2.27382  0.32782  -0.63083  -0.194
C  3.79225  -0.08818  -0.41903  -0.132
C  4.27021  -0.69468  0.94992  -0.187
C  5.16714  -1.99333  0.64070  -0.205
S  5.37427  -3.10643  2.07452  0.643
O  6.03172  -4.31102  1.55101  -0.320
O  6.28912  -2.51014  3.04488  -0.285
O  3.95625  -3.60274  2.73147  -0.170
C  1.60867  -1.03932  -1.04397  -0.091
C  0.83464  -1.22942  -2.30261  -0.014
C  0.26405  -2.52498  -2.66997  0.000
C  0.51959  -3.60865  -1.69274  -0.112
N  1.17766  -3.49340  -0.51762  0.066
C  1.68164  -2.26166  -0.23502  -0.101
C  1.48185  1.24977  0.46275  -0.194
C  2.48817  2.25157  1.13128  0.004
B  1.95966  3.29787  2.22628  -0.626
O  2.97951  4.07138  2.88864  0.094
O  0.66223  3.53612  2.64148  0.099
C  0.60401  0.47041  1.54134  -0.153
C  1.30237  0.03369  2.88979  -0.659
C  1.22327  -1.55102  3.17530  -0.177
I  0.34215  0.89403  4.68596  0.916
H  -6.14367  -0.79854  3.27393  0.073
H  -6.92052  -0.15927  1.68278  0.063
H  -5.24873  0.39831  2.19689  0.069
H  -6.19568  -3.42046  2.46770  0.077
H  -4.86917  -3.89002  1.31184  0.063
H  -4.40068  -3.02960  2.84525  0.077
H  -5.21377  -2.16330  -0.74007  0.095
H  -4.86426  0.77862  -0.01970  0.116
H  -3.33343  -0.08883  0.50231  0.101
H  -2.86203  -0.88133  -1.77398  0.103
H  -4.51580  -0.45637  -2.39708  0.115
H  -3.37521  2.09882  -1.37182  0.137
H  -4.84342  1.73388  -3.45966  0.093
H  -3.28059  2.62176  -3.95714  0.078
H  -3.49361  0.81592  -4.29195  0.085
H  -1.43469  0.20151  -2.92717  0.100
H  -1.19264  2.04664  -2.86453  0.097
H  -1.75676  1.34374  -0.14376  0.134
H  -0.83591  -0.09290  -0.64857  0.114
H  1.60310  3.20884  -1.69258  0.198
H  0.82403  2.20011  -2.64505  0.151
H  3.28789  2.19261  -1.55684  0.158
H  4.34261  -0.05379  -4.16902  0.137
H  1.88254  1.90414  -4.51344  0.113
H  4.52959  0.72891  -0.68046  0.135
H  4.00311  -0.88349  -1.19580  0.123
H  4.98665  0.03680  1.42878  0.129
H  3.49463  -0.95161  1.70831  0.073
H  6.18111  -1.61704  0.36266  0.127
H  4.70675  -2.61749  -0.18035  0.113
H  3.33512  -3.88613  2.02143  0.098
H  0.65748  -0.38077  -3.01138  0.093
H  -0.31737  -2.69991  -3.60505  0.115
H  0.09190  -4.61498  -1.95099  0.119
H  2.21101  -2.21427  0.75392  0.083
H  3.06191  2.90330  0.39810  0.130
H  3.30585  1.68631  1.67181  0.125
H  3.31480  4.75803  2.28744  0.104
H  0.71443  4.07330  3.45756  0.124
H  -0.26099  1.14555  1.80088  0.109
H  0.15008  -0.48362  1.14509  0.111
H  2.37910  0.30433  2.99596  0.058
H  2.26074  -1.90532  3.43452  0.066
H  0.75196  -2.11914  2.33396  0.067
H  0.60261  -1.77807  4.08683  0.036
O  -8.45273  1.03007  2.22937  -0.620
H  -8.07854  1.01665  3.11117  -0.200

Force components x, y, z for each atom (eV/Å):
1.15 -1.11 -0.50
0.60 0.62 -0.89
-1.45 0.68 -0.79
0.46 0.08 1.22
-1.38 -0.90 -0.62
-0.08 0.60 1.54
0.25 -2.10 -1.60
0.38 0.40 0.99
-1.30 1.50 0.53
-0.44 -0.98 -1.31
-0.28 -0.75 1.43
0.95 1.45 -1.20
0.76 -1.62 1.46
-0.10 0.41 -0.35
0.60 1.11 -2.98
0.66 -0.35 1.07
0.07 -0.63 -1.85
-2.45 -0.41 0.55
0.56 1.06 1.68
1.63 0.03 -0.42
0.93 -0.49 0.45
1.30 -0.41 0.12
-1.75 0.97 0.15
5.04 -3.01 0.20
-2.08 1.31 -0.37
-2.94 0.69 -0.45
0.49 1.51 -0.98
-2.23 -1.99 -1.67
0.24 -1.17 0.73
1.92 0.51 2.98
-0.92 0.81 -1.61
-0.20 1.85 -1.56
0.44 1.40 -0.14
-0.92 -1.17 -0.27
-0.19 0.36 -0.27
0.11 1.16 1.27
-0.95 -0.39 -1.23
1.41 -0.46 -0.26
-0.05 -0.13 0.79
-0.06 -1.24 0.48
0.05 0.39 0.54
0.36 0.06 -0.58
0.03 0.48 -0.88
0.68 0.00 1.26
-0.72 -0.84 0.17
1.15 0.04 0.10
-0.26 0.77 0.53
-0.94 -0.05 -0.60
1.13 0.28 0.84
0.70 -0.53 -0.34
-0.83 0.20 -0.76
-0.80 0.63 -0.18
0.72 0.47 0.56
0.26 -0.53 -0.80
1.07 0.07 -0.36
-0.71 -0.96 0.18
-0.21 0.83 0.68
0.30 0.87 0.53
0.00 -1.00 0.46
1.26 -0.21 -0.51
0.38 1.01 0.03
-0.98 -0.17 0.75
-1.08 -0.19 0.67
-0.64 -1.31 0.61
0.59 0.62 0.12
-0.08 -0.78 -0.40
-1.05 -0.64 0.38
-0.39 1.02 0.70
-0.98 -0.75 -0.25
0.38 0.34 -0.80
-0.64 -0.92 0.36
0.59 0.58 0.90
0.53 -0.07 0.40
0.33 -0.82 0.80
0.63 0.22 1.01
0.59 1.03 0.49
-0.60 0.05 -1.15
-0.61 -0.82 0.53
-0.95 0.45 -0.68
0.14 -0.33 0.48
-0.21 -0.19 -0.51
0.92 -0.62 -0.26
0.57 1.21 0.04
-1.04 0.14 -0.24
-1.07 0.08 -0.51
0.62 0.46 0.61
0.60 0.29 -1.05
0.01 -0.07 -0.55
0.05 0.04 0.35

Results
E_HOMO: -4.0 eV
multiplicity: 1
charge: 0

---

no.,gap between HOMO and LUMO (eV),electronic energy (Ha)
1,10.43,-928.4394
2,9.64,-766.7278
3,8.44,-415.7599
4,1.76,-2643.1388